Record 1
2 unconnected molecules or ions with the total composition C5H14NO. Source: OMol25; level of theory: the ωB97M-V functional and the def2-TZVPD basis.

```
21
Properties=species:S:1:pos:R:3:forces:R:3
C 1.77783 1.45349 -0.57414 1.0 -3.9 -0.4
C 0.61084 0.71566 -0.04804 -2.7 -3.1 0.0
C 0.67357 -0.85424 -0.37640 3.1 0.5 0.8
C 0.10116 -1.16324 -1.81276 -2.7 -1.2 3.5
C -0.82246 -2.19193 -1.87631 2.0 3.9 -2.9
N 0.09373 0.84311 1.43424 -0.6 -1.4 0.4
H 1.98229 1.02305 -1.58981 -0.9 1.2 0.3
H 2.66769 1.02571 -0.15931 0.8 0.1 1.1
H 1.75585 2.45543 -0.45011 0.0 3.3 -0.2
H -0.31454 0.95388 -0.54756 -0.2 0.9 -0.3
H 1.75593 -0.97775 -0.56654 0.0 -0.2 0.6
H 0.54623 -1.40664 0.66366 -0.7 0.3 -2.8
H 0.30151 -0.28513 -2.44427 -0.7 -0.7 -0.2
H -1.50962 -2.21220 -2.71808 0.3 -0.5 -0.1
H -0.67250 -3.02747 -1.28992 -0.4 -1.3 1.7
H -0.99004 0.61994 1.49978 1.9 0.5 -0.2
H 0.47461 0.22724 2.21127 0.1 0.6 -1.6
H 0.22268 1.77507 1.76386 0.0 1.1 0.3
H -2.80348 0.29320 3.00474 0.5 -0.1 2.1
H -3.36957 0.34139 1.74634 0.3 0.1 -1.2
O -2.48170 0.39143 2.12937 -1.0 0.0 -1.0
```
Positions in Å, forces in eV/Å.

Computed properties:
Total charge: +1
Gap between HOMO and LUMO, eV: 9.46
F_max, eV/Å: 5.27
LUMO energy, eV: -3.2
ΔE to the lowest compared entry with this formula, charge and spin, eV: 3.3063
E, Eh: -328.5647

---

Record 2
2 unconnected molecules or ions with the total composition C5H14NO. Source: OMol25; level of theory: the ωB97M-V functional and the def2-TZVPD basis.

```
21
Properties=species:S:1:pos:R:3:forces:R:3
O -1.93399 0.31937 -0.13593 0.2 0.0 0.1
C -1.96083 1.49300 0.18097 -0.2 -0.2 0.2
C -1.33693 2.58869 -0.62206 -0.1 -0.3 0.2
H -2.51211 1.74455 1.11564 0.2 0.2 -0.4
H -0.37147 2.32244 -1.05415 0.0 -0.2 0.2
H -1.26359 3.48376 -0.01979 0.0 0.3 -0.1
H -1.97971 2.74576 -1.48516 -0.3 0.3 0.0
C 2.06941 0.40649 0.46611 -0.3 -1.5 -0.2
C 1.27322 -0.87355 0.76780 0.1 0.0 -0.7
N 0.30881 -1.18919 -0.37939 0.0 0.3 0.0
C -0.37331 -2.53372 -0.24982 0.8 0.4 0.0
H 1.34950 1.16778 0.19906 0.2 0.5 0.1
H 2.70499 0.65886 1.30330 -0.2 0.3 0.3
H 2.75268 0.21132 -0.34486 0.1 0.1 -0.5
H 1.86481 -1.79084 0.81978 0.2 0.4 0.4
H 0.71541 -0.71802 1.69623 -0.3 -0.4 -0.3
H 0.75934 -1.00667 -1.32560 -0.6 -0.6 1.5
H -0.51445 -0.57242 -0.30669 0.2 0.7 -0.4
H 0.40119 -3.29072 -0.19595 -0.1 -0.2 -0.2
H -1.01637 -2.63979 -1.11687 -0.1 -0.2 0.1
H -0.93657 -2.52709 0.68737 0.0 0.1 -0.3
```
Positions in Å, forces in eV/Å.

Computed properties:
Total charge: +1
Gap between HOMO and LUMO, eV: 11.32
F_max, eV/Å: 1.73
LUMO energy, eV: -3.0
ΔE to the lowest compared entry with this formula, charge and spin, eV: 1.0483
E, Eh: -328.6477

---

Record 3
2 unconnected molecules or ions with the total composition C5H14NO. Source: OMol25; level of theory: the ωB97M-V functional and the def2-TZVPD basis.

```
21
Properties=species:S:1:pos:R:3:forces:R:3
C 0.56695 0.48707 -1.25195 0.3 -1.6 1.3
C 0.14000 -0.99732 -0.97860 -0.5 1.4 0.3
C -1.37374 -1.13495 -0.79759 0.0 -0.6 0.4
C -1.21938 -1.16801 1.75521 -0.2 -0.3 0.7
C -1.96331 -1.24178 0.60166 1.0 0.1 -1.8
N 0.27232 1.46489 -0.11173 0.2 0.6 -1.4
H 1.64651 0.41455 -1.39120 -0.1 0.6 -0.1
H 0.05857 0.79638 -2.16494 0.2 0.3 0.2
H 0.56541 -1.46651 -0.09342 0.9 0.1 -0.4
H 0.52974 -1.39652 -1.91395 -0.4 -1.0 0.2
H -1.83107 -0.31447 -1.36544 -0.8 -0.3 0.1
H -1.80982 -2.07719 -1.18381 0.2 0.2 -0.6
H -0.30876 -1.76806 1.87015 0.1 0.5 -0.3
H -1.52181 -0.60227 2.64314 -0.3 -0.4 -0.1
H -3.00144 -1.55615 0.52733 -0.5 0.7 0.7
H -0.35872 2.15313 -0.52824 0.2 0.4 0.4
H 1.19314 1.93131 0.28010 -0.8 -0.7 -0.2
H -0.24251 1.04867 0.64948 0.0 -0.2 0.3
H 3.03202 2.43703 1.56590 -0.2 0.7 -0.1
H 3.02513 1.06702 1.01823 0.0 -0.2 -0.4
O 2.60079 1.92319 0.86964 0.7 -0.3 0.6
```
Positions in Å, forces in eV/Å.

Computed properties:
Total charge: +2
Gap between HOMO and LUMO (alpha / beta), eV: 9.66 / 8.23
F_max, eV/Å: 2.08
2S+1: 2
LUMO energy (alpha / beta), eV: -9.8 / -11.8
ΔE to the lowest compared entry with this formula, charge and spin, eV: 1.3381
E, Eh: -328.1383
⟨S²⟩: 0.755

---

Record 4
2 unconnected molecules or ions with the total composition C5H14NO. Source: OMol25; level of theory: the ωB97M-V functional and the def2-TZVPD basis.

```
21
Properties=species:S:1:pos:R:3:forces:R:3
C -0.39777 -0.76348 0.34366 -1.4 -0.2 -1.1
O -1.39210 0.23556 -0.03916 0.4 0.4 1.4
C 0.80056 -0.13833 0.94559 -0.4 2.9 0.8
C 1.34266 1.07508 0.38672 -1.1 -1.5 -0.3
C 2.87467 0.77359 -0.22934 -0.7 -0.6 1.2
C 3.04975 -0.66093 -0.71758 -0.9 0.9 -0.9
N -5.09895 -0.42497 -0.43824 0.0 1.3 -3.1
H -0.27262 -1.24909 -0.62836 0.8 -0.3 0.2
H -0.86113 -1.48456 0.99940 0.1 -0.3 0.4
H -1.60606 0.78396 0.75279 0.2 -0.5 -0.7
H 0.98510 -0.33210 2.00801 0.7 -0.7 -0.4
H 0.63655 1.33448 -0.40450 0.6 0.4 -0.3
H 1.47675 1.88174 1.10566 0.2 -0.1 0.2
H 2.90612 1.56820 -0.96398 0.4 0.0 -0.1
H 3.50910 0.91389 0.64714 0.1 0.5 -0.4
H 3.71516 -0.62338 -1.57907 0.3 -0.5 0.4
H 3.33591 -1.29630 0.10416 0.6 -0.3 0.0
H 2.10194 -1.04791 -1.09130 0.1 -0.1 -0.3
H -5.97338 0.11074 -0.32319 -0.1 -0.4 0.9
H -5.13224 -1.13436 -1.19050 -0.4 -0.8 0.9
H -4.28858 0.16811 -0.68449 0.3 0.0 1.2
```
Positions in Å, forces in eV/Å.

Computed properties:
Total charge: +2
Gap between HOMO and LUMO (alpha / beta), eV: 8.80 / 5.48
F_max, eV/Å: 3.37
2S+1: 2
LUMO energy (alpha / beta), eV: -9.8 / -13.2
ΔE to the lowest compared entry with this formula, charge and spin, eV: 3.7063
E, Eh: -328.0513
⟨S²⟩: 0.753

---

Record 5
2 unconnected molecules or ions with the total composition C5H14NO2. Source: OMol25; level of theory: the ωB97M-V functional and the def2-TZVPD basis.

```
22
Properties=species:S:1:pos:R:3:forces:R:3
C -0.26960 -1.60942 -0.13187 0.8 0.3 -0.2
O -0.22465 -2.50207 -1.10206 -0.5 0.0 -0.8
C 0.71378 -0.33273 -0.41048 -0.2 -1.8 -0.6
C 1.12911 0.44372 0.83236 -0.2 0.9 -0.8
C 1.18526 1.96890 0.50284 -0.7 -0.6 0.7
C -0.14626 2.57751 0.02017 0.4 -0.8 -0.2
N 1.82436 -0.78002 -1.26049 0.6 0.1 0.2
H 0.01650 -2.16104 0.80916 -0.1 1.0 0.5
H -1.26794 -1.04871 -0.00264 0.2 -0.5 0.4
H 0.10779 0.26241 -1.10242 0.0 0.4 0.3
H 2.14046 0.26609 1.21655 -0.2 -0.8 -0.2
H 0.40010 0.13081 1.58583 0.0 0.6 0.4
H 1.94530 2.04049 -0.27999 0.0 0.3 0.2
H 1.49475 2.52782 1.39696 0.3 -0.1 -0.2
H -0.20798 2.46581 -1.06253 0.0 0.5 -0.1
H -0.21737 3.61590 0.34520 -0.3 0.0 -0.3
H -1.00119 1.98590 0.36465 0.0 0.2 0.4
H 2.26960 -1.56678 -0.78912 0.1 0.1 0.2
H 1.37521 -1.28920 -2.02306 -0.2 0.1 0.1
H -2.89785 -0.68466 0.76698 -0.1 0.4 0.2
H -2.81593 0.62930 1.54715 0.1 -0.1 -0.1
O -3.44926 0.00321 1.18721 -0.1 -0.3 -0.1
```
Positions in Å, forces in eV/Å.

Computed properties:
Total charge: -1
Gap between HOMO and LUMO, eV: 6.46
F_max, eV/Å: 1.88
LUMO energy, eV: 3.7
ΔE to the lowest compared entry with this formula, charge and spin, eV: 0.9893
E, Eh: -404.1182

---

Record 6
2 unconnected molecules or ions with the total composition C5H14NO2. Source: OMol25; level of theory: the ωB97M-V functional and the def2-TZVPD basis.

```
22
Properties=species:S:1:pos:R:3:forces:R:3
C 0.18104 0.12998 -0.14236 1.0 2.6 0.1
N -0.07469 1.54893 0.26809 4.0 -0.3 -3.6
C -0.55380 2.57547 -0.74917 -1.8 -4.9 -0.3
O -1.86184 2.81539 -0.56693 -0.5 0.4 -0.3
C 0.84447 -0.47656 1.03025 0.2 2.5 4.2
C 1.50211 -1.78925 0.91527 0.6 -1.2 1.9
C 0.96574 -2.43916 -0.33618 6.9 -2.4 -1.7
H -0.71101 -0.35776 -0.38464 -1.6 -0.9 -0.3
H 0.85010 -0.03213 -1.01900 -0.4 1.3 0.4
H -0.75449 1.60511 0.91064 -3.0 -0.3 3.1
H -0.13758 3.45830 -0.47692 2.8 2.7 -0.3
H -0.25770 1.92510 -1.70573 -0.2 2.1 0.6
H 0.09137 -0.55435 1.88992 0.5 0.2 -1.2
H 1.59143 0.30718 1.50397 -1.3 -1.3 -1.2
H 2.60139 -1.64817 0.91114 -0.4 -0.3 -0.6
H 1.34443 -2.24640 1.96991 0.1 -0.3 -2.0
H 0.03165 -2.32661 -0.60607 -5.4 -0.3 0.1
H 1.39002 -3.58689 -0.55664 -1.2 3.1 0.4
H 1.28164 -1.70529 -1.20166 0.6 -2.0 1.3
H -2.53135 1.62960 -0.18198 -0.3 0.2 -1.1
H -2.72633 0.42066 -1.13435 0.7 -0.5 -1.8
O -3.06659 0.74683 -0.33753 -1.2 -0.4 2.4
```
Positions in Å, forces in eV/Å.

Computed properties:
Total charge: -1
Gap between HOMO and LUMO, eV: 6.83
F_max, eV/Å: 7.52
LUMO energy, eV: 3.6
ΔE to the lowest compared entry with this formula, charge and spin, eV: 3.1641
E, Eh: -404.0383